{"formula": "C37H49BrN2P2PtS", "method": "ωB97M-V with the def2-TZVPD basis set", "symbols": ["C", "C", "C", "C", "N", "C", "C", "C", "C", "C", "C", "C", "C", "C", "Pt", "P", "H", "H", "H", "H", "H", "H", "H", "H", "C", "C", "H", "H", "H", "H", "H", "C", "C", "H", "H", "H", "H", "H", "C", "C", "H", "H", "H", "H", "H", "Br", "P", "C", "C", "H", "H", "H", "H", "H", "C", "C", "H", "H", "H", "H", "H", "C", "C", "H", "H", "H", "H", "H", "N", "S", "C", "C", "C", "C", "C", "C", "C", "C", "C", "C", "C", "C", "H", "H", "H", "H", "H", "H", "H", "H", "H", "H", "H"], "positions_angstrom": [[-3.154, -1.507, -2.396], [-2.789, -0.171, -2.072], [-3.863, 0.732, -1.840], [-5.178, 0.266, -1.914], [-5.522, -1.004, -2.198], [-4.506, -1.854, -2.444], [-1.433, 0.230, -1.930], [-0.261, 0.701, -2.137], [0.680, 1.290, -3.055], [1.966, 1.678, -2.613], [2.896, 2.253, -3.485], [2.539, 2.445, -4.828], [1.269, 2.071, -5.301], [0.350, 1.499, -4.418], [-0.209, 0.152, -0.068], [-1.672, -0.832, 1.481], [-3.653, 1.779, -1.599], [-2.377, -2.252, -2.590], [-6.010, 0.961, -1.727], [-4.791, -2.887, -2.690], [-0.640, 1.204, -4.778], [2.213, 1.514, -1.560], [1.008, 2.228, -6.351], [3.887, 2.549, -3.130], [-1.046, -1.058, 3.236], [-2.048, -1.148, 4.395], [-0.359, -0.208, 3.396], [-0.400, -1.955, 3.204], [-1.512, -1.237, 5.358], [-2.676, -0.242, 4.451], [-2.717, -2.017, 4.301], [-3.265, 0.139, 1.658], [-4.580, -0.579, 1.981], [-3.365, 0.655, 0.687], [-3.051, 0.928, 2.402], [-5.411, 0.149, 1.989], [-4.822, -1.334, 1.215], [-4.561, -1.075, 2.966], [-2.217, -2.536, 0.934], [-2.789, -3.536, 1.946], [-1.322, -2.965, 0.453], [-2.929, -2.348, 0.110], [-3.028, -4.489, 1.440], [-2.062, -3.762, 2.745], [-3.714, -3.172, 2.420], [3.797, 3.226, -6.033], [0.147, 2.382, 0.739], [-0.826, 2.855, 2.275], [-0.405, 4.050, 3.141], [-0.820, 1.939, 2.892], [-1.869, 2.970, 1.925], [-1.078, 4.142, 4.014], [0.620, 3.923, 3.530], [-0.444, 5.002, 2.589], [1.911, 2.879, 1.166], [2.356, 4.343, 1.060], [2.540, 2.261, 0.501], [2.087, 2.479, 2.183], [3.431, 4.434, 1.302], [2.218, 4.726, 0.034], [1.803, 5.004, 1.746], [-0.387, 3.628, -0.558], [-0.853, 5.031, -0.153], [-1.194, 3.109, -1.106], [0.454, 3.682, -1.275], [-1.175, 5.595, -1.048], [-1.717, 4.988, 0.533], [-0.058, 5.614, 0.339], [1.552, -0.615, 0.635], [2.863, -0.736, -0.274], [3.696, -1.951, 0.785], [5.062, -1.779, 1.046], [5.750, -2.694, 1.848], [5.076, -3.789, 2.396], [3.714, -3.970, 2.142], [3.023, -3.058, 1.339], [2.312, -1.981, -1.466], [0.990, -2.443, -1.565], [0.654, -3.411, -2.518], [1.631, -3.919, -3.379], [2.946, -3.458, -3.291], [3.283, -2.494, -2.340], [1.629, -0.702, 1.658], [5.594, -0.935, 0.624], [6.805, -2.556, 2.043], [5.610, -4.497, 3.017], [3.193, -4.819, 2.567], [1.969, -3.215, 1.150], [0.221, -2.062, -0.916], [-0.365, -3.769, -2.590], [1.370, -4.668, -4.116], [3.704, -3.848, -3.957], [4.306, -2.146, -2.280]], "total_charge": 2, "s_squared": 2.010, "mol_weight_g_mol": 890.81, "e_tot_ev": -144830.0344, "spin_multiplicity": 3, "homo_ev": [-13.04, -13.47], "lumo_ev": [-5.105, -8.161]}